C7H14FN2O4S | wB97M-V/def2-TZVPD

Calculated values
Strongest force on any atom in eV/A: 9.77
Energy above the lowest of the compared OMol25 structures with the same formula, charge and spin in kcal per mole: 80.5
HOMO energy in eV: -2.64
Kohn-Sham gap in eV: 4.86
Net charge: -1
Molar mass in g/mol: 241.3

XYZ file:
```
29
Properties=species:S:1:pos:R:3:forces:R:3:lowdin_charge:R:1
C 2.023268 1.777086 1.637409 0.8 -0.1 -0.6 -0.293
C -2.193027 -0.812721 -0.481631 0.9 -0.1 1.2 -0.272
H -4.184404 -1.323702 -4.036953 -0.1 0.0 0.2 0.073
H 5.830291 0.161788 2.236018 0.0 0.6 -0.8 0.010
H -2.412067 -2.885993 0.109668 0.1 0.1 0.0 0.065
H 4.068289 3.371614 1.428677 0.9 -1.7 0.7 0.079
O -2.925749 -0.860664 -1.698795 -1.8 -0.3 -1.0 -0.267
O -5.222835 -0.879175 -0.695325 0.6 -0.8 -0.6 -0.294
C 1.230887 0.382688 1.163229 -0.3 -3.4 6.7 -0.164
O 1.028329 -0.525955 2.157121 0.6 5.5 -8.1 -0.071
C 4.454072 2.362351 1.910118 0.0 -0.7 0.2 -0.356
N 6.293403 0.510689 1.364815 -2.5 5.2 -1.5 -0.024
H 1.380629 2.343539 2.466481 0.6 -1.4 -1.6 0.098
H -5.889962 -1.433199 -3.515014 0.1 0.0 0.2 0.072
H 6.023587 2.280518 0.034133 -0.4 -1.3 1.7 0.076
F 0.818604 0.174125 -0.253159 1.0 0.2 3.3 -0.080
O -4.259035 -2.978973 -1.732880 -0.4 1.0 0.3 -0.295
S -4.407352 -1.540879 -1.692351 1.0 0.4 0.1 0.620
C 5.689875 1.717502 1.004209 0.8 -3.5 2.0 -0.206
H -2.814629 -0.419430 0.329720 -0.1 -0.1 -0.2 0.119
H 4.950136 2.612110 2.966846 -0.7 -0.2 -2.1 0.086
C -1.618121 -2.171001 -0.124825 -0.1 -0.3 0.1 -0.072
H -1.370701 -0.105072 -0.629870 -0.4 -0.1 -0.3 0.104
H -4.994127 0.100631 -3.294938 0.1 -0.2 0.1 0.072
H -0.963276 -2.098204 0.748200 0.0 0.2 -0.2 0.073
H 2.058728 2.473823 0.697857 -0.1 -1.0 1.4 0.084
H -1.049320 -2.583422 -0.964336 0.0 0.2 0.1 0.088
C -4.916332 -0.987755 -3.300229 0.1 0.1 -0.1 -0.132
N 3.370840 1.337681 2.165803 -0.7 1.7 -1.4 -0.195
```
Forces are in eV/Å.

***

C7H14FO5STl | wB97M-V/def2-TZVPD

Calculated values
Strongest force on any atom in eV/A: 3.40
Energy above the lowest of the compared OMol25 structures with the same formula, charge and spin in kcal per mole: 83.4
HOMO energy in eV: -15.88
Kohn-Sham gap in eV: 1.89
Net charge: +2
Molar mass in g/mol: 433.6

XYZ file:
```
29
Properties=species:S:1:pos:R:3:forces:R:3:lowdin_charge:R:1
O 2.474683 -2.449972 1.674755 0.8 0.5 -1.3 -0.244
C -5.107241 1.998504 -0.522975 -0.7 -0.6 -0.3 0.009
H 3.007522 1.068406 -2.043482 0.2 0.4 -0.3 0.104
H -4.658234 -0.116384 -0.580331 0.0 0.0 0.3 0.136
C 2.688933 1.232930 -1.014148 0.6 -0.3 -0.3 -0.024
C -2.886903 1.165939 -0.473457 -0.8 -0.6 1.4 -0.124
H 1.727294 1.745009 -1.047525 -0.1 -0.2 0.0 0.092
H -2.569192 1.775664 0.372365 0.9 0.0 -0.3 0.141
H 5.481447 -2.334511 1.313036 -0.2 0.0 0.1 0.081
C -4.253616 2.336220 -1.808147 0.2 2.9 -1.8 -0.309
H 5.502178 -3.201351 -0.223485 -0.5 0.3 -0.3 0.089
F -0.580461 0.623146 3.528840 0.1 -0.3 -0.1 -0.289
H 3.382285 1.918622 -0.527121 0.2 -0.4 0.2 0.101
C 4.946845 -3.063707 0.704288 0.2 0.5 0.2 -0.081
S 3.236276 -2.511715 0.436829 0.9 -0.9 -0.3 0.703
H 1.906804 -0.666028 -1.232667 -0.9 -0.5 0.4 0.147
O 3.553740 -0.969544 -0.136127 0.1 -0.7 1.1 -0.154
H 1.849492 0.081512 0.442487 -0.5 -0.8 0.7 0.148
C -4.322882 0.781906 -0.061959 1.2 -0.1 -0.6 -0.117
Tl -0.084015 -2.500313 5.692787 0.0 0.2 -0.1 0.984
O -4.600790 3.017023 -2.779202 0.3 -2.0 2.6 0.304
H -5.122105 2.836704 0.173663 0.5 0.4 -0.3 0.153
O -2.968314 1.992491 -1.631034 -1.4 -0.2 -0.4 0.096
H -4.291467 0.672849 1.022120 -0.7 -0.2 0.1 0.141
H -6.156227 1.748963 -0.682568 0.1 0.2 -0.5 0.144
C 2.448557 -0.154728 -0.436943 0.0 1.2 -0.8 -0.250
H 4.986452 -4.036356 1.194688 -0.7 0.1 0.2 0.088
O 2.704493 -3.266475 -0.669132 -0.1 0.8 0.7 -0.210
H -2.295555 0.275199 -0.685555 0.3 0.4 0.0 0.143
```
Forces are in eV/Å.

***

C7H14N2 | wB97M-V/def2-TZVPD

Calculated values
Strongest force on any atom in eV/A: 6.97
Energy above the lowest of the compared OMol25 structures with the same formula, charge and spin in kcal per mole: 139.1
HOMO energy in eV: -7.94
Structure (SMILES): CCCN1C=CN(C)C1
Kohn-Sham gap in eV: 8.93
Molar mass in g/mol: 126.2

XYZ file:
```
23
Properties=species:S:1:pos:R:3:forces:R:3:lowdin_charge:R:1
H 1.762354 0.368235 1.599360 -0.5 -2.0 0.8 0.118
C -0.541839 0.558406 0.620070 0.5 0.2 2.0 -0.166
H -3.773844 0.490024 -0.478052 0.7 -0.1 0.6 0.077
H 1.229008 1.471664 -1.660181 1.9 -0.2 3.4 0.151
C -1.345930 -0.994228 -0.752786 -4.2 2.5 -1.0 -0.092
H 1.758584 1.977135 0.186243 -0.8 1.7 1.3 0.028
H -0.244110 1.378725 -0.280874 -0.9 -2.6 2.2 0.122
C 2.395821 0.053626 -0.234901 -2.6 -5.3 -2.7 -0.333
H -0.380560 1.263226 1.724457 -0.9 -2.6 -3.1 0.183
C 1.980500 1.402323 -0.641290 2.6 0.4 -6.5 -0.153
N -1.837169 -0.108599 0.339888 1.5 0.5 -1.7 -0.191
H 1.994457 -1.569011 1.234089 0.9 1.5 0.3 0.133
H 3.034283 1.730611 -1.108862 -2.4 0.4 0.9 0.114
C -2.838683 0.873546 -0.017231 -0.3 2.6 0.9 -0.147
C 1.672449 -0.538333 0.922909 -0.7 -0.2 1.0 -0.237
H -2.451226 1.730633 -0.719801 -0.4 -1.5 0.9 0.095
H 2.046553 -0.795854 -1.024768 1.6 2.3 0.8 0.134
H 0.463429 -1.955880 -1.173672 1.5 -1.9 -1.7 0.082
N 0.239744 -0.872005 0.667406 1.4 5.6 0.1 -0.070
H 3.424235 -0.092042 -0.123739 1.7 0.1 0.2 0.082
H -3.060899 1.431894 1.001066 0.0 -1.1 -2.1 0.110
C -0.088353 -1.275951 -0.669257 -0.5 0.3 3.4 -0.150
H -2.024083 -1.041466 -1.591407 0.0 -0.7 0.0 0.109
```
Forces are in eV/Å.

***

C7H14N2 | wB97M-V/def2-TZVPD

Calculated values
Strongest force on any atom in eV/A: 1.75
Energy above the lowest of the compared OMol25 structures with the same formula, charge and spin in kcal per mole: 25.0
HOMO energy in eV: -8.33
Structure (SMILES): C[C@@]12CNCC[C@]1(C)N2
Kohn-Sham gap in eV: 9.33
Molar mass in g/mol: 126.2

XYZ file:
```
23
Properties=species:S:1:pos:R:3:forces:R:3:lowdin_charge:R:1
C -1.291620 -1.636062 -0.731920 1.1 -1.4 -0.1 -0.249
C 0.331358 1.826452 1.318482 -0.4 0.7 0.4 -0.039
N 0.700549 -0.681206 1.105812 1.0 -0.1 0.6 0.096
H -0.031509 2.701047 0.754388 0.0 -0.4 -0.1 0.087
N -2.135409 -0.585882 -0.298308 -1.2 0.5 -0.4 -0.086
C -1.620785 0.146475 0.823256 -0.1 0.8 0.5 -0.167
H -2.456509 -0.006466 -1.074900 0.3 -0.1 0.4 0.119
H -0.140669 -0.637994 -2.235582 0.1 0.4 0.3 0.114
C 2.060405 0.419999 -0.874876 -0.7 -1.5 0.2 -0.016
H 1.788893 0.932606 -1.784716 -0.1 0.4 -0.2 0.071
H 0.696350 -1.968616 -1.577411 0.3 -0.4 0.3 0.109
H -1.857180 -0.428335 1.758689 0.6 0.4 -0.6 0.132
C 0.769347 -0.229048 -0.281780 0.3 0.9 -0.3 -0.403
H -1.093112 -2.304967 0.137174 -0.2 0.3 -0.5 0.123
C 0.064159 -1.139360 -1.277837 -0.6 0.0 0.0 -0.129
H 2.580708 1.078411 -0.207117 0.0 0.4 0.4 0.052
H -1.794530 -2.239614 -1.502306 0.1 0.2 0.2 0.114
H 1.400118 1.936924 1.423709 0.5 -0.2 -0.5 0.057
H 1.523350 -0.414766 1.680652 -0.6 -0.2 -0.8 0.115
H -2.212116 1.070144 0.919950 0.2 -0.1 -0.1 0.116
C -0.108966 0.490240 0.747350 0.2 -0.4 0.2 -0.389
H 2.800595 -0.352236 -1.184289 -0.6 0.2 0.3 0.088
H 0.026575 2.022254 2.361581 -0.5 -0.5 -0.3 0.085
```
Forces are in eV/Å.

***

C7H14N2 | wB97M-V/def2-TZVPD

Calculated values
Strongest force on any atom in eV/A: 0.56
Energy above the lowest of the compared OMol25 structures with the same formula, charge and spin in kcal per mole: 74.2
HOMO energy (spin up / spin down) in eV: -5.37 / -6.06
Kohn-Sham gap (spin up / spin down) in eV: 5.91 / 6.88
Molar mass in g/mol: 126.2

XYZ file:
```
23
Properties=species:S:1:pos:R:3:forces:R:3:lowdin_charge:R:1
C 0.199004 -1.318933 0.732001 -0.2 0.1 -0.4 -0.149
C -0.046493 0.001618 1.354577 0.0 0.3 -0.4 -0.289
H 0.496599 2.047617 -2.121386 0.0 0.0 0.0 0.078
C -0.802019 0.223158 2.616657 0.2 0.1 0.2 -0.019
H 2.555802 -0.219130 -0.278295 0.0 -0.1 0.0 0.072
C 2.091123 0.305213 -1.111786 -0.1 0.1 0.3 -0.036
C 0.573724 0.383179 -0.932500 -0.1 -0.4 0.1 -0.511
C -1.570647 -0.998981 -1.117646 0.1 0.2 0.1 -0.133
H 2.538776 1.303044 -1.156983 0.0 0.0 0.0 0.073
H -1.877042 0.147669 2.405071 0.1 0.0 -0.1 0.096
H -0.564561 -0.528798 3.370245 0.0 0.0 0.0 0.082
H -1.661779 -1.042873 -2.205459 0.0 0.0 0.0 0.066
H -0.974936 1.333541 -1.865380 0.0 0.0 0.0 0.070
H -0.623561 1.221835 3.021835 0.0 0.0 0.0 0.080
H 0.645167 1.887393 0.968516 -0.2 0.0 0.0 0.129
C -0.123458 -0.918926 -0.706095 0.2 0.0 0.1 -0.264
H -2.212691 -0.152650 -0.787834 0.0 0.0 0.0 0.063
N 0.014820 1.167159 -1.990681 0.1 0.0 0.6 0.096
H -0.465792 -2.088530 1.127769 0.1 0.0 0.0 0.113
N 0.280182 1.028248 0.557002 0.1 -0.2 -0.3 0.128
H 2.324693 -0.223274 -2.033811 -0.1 0.0 0.0 0.084
H -2.034002 -1.903126 -0.718470 0.0 0.0 0.0 0.066
H 1.237090 -1.654453 0.872653 -0.1 0.0 0.1 0.105
```
Forces are in eV/Å.

***

C7H14N2 | wB97M-V/def2-TZVPD

Calculated values
Strongest force on any atom in eV/A: 10.99
Energy above the lowest of the compared OMol25 structures with the same formula, charge and spin in kcal per mole: 157.7
HOMO energy in eV: -6.50
Kohn-Sham gap in eV: 7.44
Molar mass in g/mol: 126.2

XYZ file:
```
23
Properties=species:S:1:pos:R:3:forces:R:3:lowdin_charge:R:1
H -0.228780 0.360438 -2.037168 1.1 0.2 1.9 0.126
H 1.176994 -1.805455 -1.781823 -2.0 1.4 3.4 0.163
H -0.549718 0.351969 1.569797 1.3 0.9 -0.3 0.112
H -0.710659 -1.248706 1.879248 0.9 0.0 -1.8 0.131
H -1.064204 1.559994 -3.316270 -1.7 0.6 2.8 0.105
H 0.906583 -1.857805 3.295929 1.6 1.3 0.0 0.083
C -1.756078 1.045797 -1.090192 -1.9 0.7 1.3 -0.306
H 2.752027 -1.072651 3.281837 -2.1 -0.6 -1.0 0.086
H -1.196237 2.992472 -2.128018 -1.5 -1.9 -0.3 0.085
C -1.738239 1.964565 -2.344581 -1.3 1.2 -4.0 -0.176
H -2.387127 0.048129 -1.115270 0.7 2.5 -0.1 0.154
N -0.176896 -0.646607 -0.249759 -2.3 1.8 2.0 -0.156
H -1.920973 1.731506 -0.164029 -1.0 -1.3 -1.4 0.124
H 0.184533 1.469998 -0.726947 2.4 1.7 1.2 0.100
C -0.361158 0.624839 -0.907760 -0.7 -3.7 -5.3 -0.277
H 1.313311 0.076993 3.403673 0.6 -3.1 -1.5 0.124
C -0.077409 -0.545357 1.157710 0.8 -2.4 2.6 -0.139
N 1.428546 -0.984945 1.409455 -1.3 3.0 4.7 -0.200
H -2.906456 2.141781 -2.978394 3.6 -0.2 2.5 0.141
C 1.643354 -1.036155 2.910371 -0.3 1.7 0.1 -0.104
C 0.824214 -1.438692 -0.595831 8.2 -5.2 -5.2 -0.205
H 2.949641 -2.061437 0.207648 -1.8 0.4 0.1 0.125
C 1.894733 -1.670669 0.320372 -3.2 1.2 -1.6 -0.096
```
Forces are in eV/Å.

***

C7H14N2 | wB97M-V/def2-TZVPD

Calculated values
Strongest force on any atom in eV/A: 5.34
Energy above the lowest of the compared OMol25 structures with the same formula, charge and spin in kcal per mole: 37.9
HOMO energy in eV: -8.80
Structure (SMILES): Cc1c[nH]cn1.CCC
Kohn-Sham gap in eV: 9.68
Molar mass in g/mol: 126.2

XYZ file:
```
23
Properties=species:S:1:pos:R:3:forces:R:3:lowdin_charge:R:1
H -3.190247 0.813753 0.170876 0.1 0.4 0.2 0.069
H 0.494505 -2.171465 2.393968 0.4 -0.6 0.5 0.058
N 0.214863 1.420672 -2.110106 -1.3 -0.2 1.6 0.039
C 1.438147 -0.192629 1.842996 2.2 -4.8 -0.5 -0.306
H 2.326984 -0.667369 2.367488 -1.0 0.9 0.4 0.111
H -0.423951 -1.213728 1.220709 0.8 -0.3 -0.2 0.044
C -1.456862 0.450559 -1.063375 -0.4 -1.0 -0.1 -0.372
H 1.368498 -0.154900 -0.449324 -0.4 0.1 1.2 0.027
H -2.388936 -0.670053 0.578086 0.7 0.0 0.4 0.049
C -2.597874 0.005509 -0.236416 -2.0 -0.6 -0.5 -0.059
N -0.945875 -0.465406 -1.975596 0.7 0.7 0.4 0.099
H 2.214372 -1.528074 0.054230 -0.2 1.4 1.8 0.112
H 0.881550 2.154560 -2.240594 0.6 -0.4 -0.6 0.135
H 0.837253 -0.376417 -3.081763 0.1 0.0 -0.8 0.111
C 0.292859 -1.186792 2.060460 -2.8 3.9 0.6 -0.124
C 0.073504 0.138002 -2.543410 0.0 0.3 0.6 -0.224
H -0.346067 -0.541664 2.735478 0.2 -1.7 0.4 0.084
H -3.342850 -0.607844 -0.817871 0.9 0.7 0.0 0.095
H 2.835433 0.216220 0.342403 -0.1 -1.0 -0.3 0.072
H 1.371450 0.813763 2.207050 -0.5 0.5 -0.4 0.094
C 1.954758 -0.471270 0.450953 1.4 1.6 -3.4 -0.170
H -0.856155 2.624266 -0.819010 -0.5 0.6 1.0 0.099
C -0.755361 1.610305 -1.087235 1.1 -0.6 -2.4 -0.044
```
Forces are in eV/Å.

***

C7H14N2O | wB97M-V/def2-TZVPD

Calculated values
Strongest force on any atom in eV/A: 2.13
Energy above the lowest of the compared OMol25 structures with the same formula, charge and spin in kcal per mole: 30.9
HOMO energy in eV: -9.16
Structure (SMILES): [H]/N=C(\O)C[C@H](C)N1C[C@H]1C
Kohn-Sham gap in eV: 10.09
Molar mass in g/mol: 142.2

XYZ file:
```
24
Properties=species:S:1:pos:R:3:forces:R:3:lowdin_charge:R:1
H -0.520490 1.252031 2.341143 -0.2 0.0 -0.1 0.068
H -3.204948 -0.225040 -0.768333 0.1 -0.1 0.3 0.106
C -1.701090 0.721803 0.611673 0.2 0.1 -0.2 -0.308
N 1.999143 0.133373 1.735683 0.5 0.5 -0.7 0.132
C -0.787900 -1.597231 1.174644 -0.1 0.2 0.3 -0.387
H -0.896111 -1.215054 2.202512 0.1 -0.1 -0.2 0.134
H -1.421211 1.474299 -0.131892 0.0 -0.2 0.2 0.133
N -1.308167 -0.632741 0.200387 0.3 -0.1 -0.2 -0.049
H 1.126774 -2.458649 1.710453 -0.1 0.1 -0.1 0.129
H -1.567471 -3.258850 0.026196 0.0 0.1 0.2 0.090
C -2.718598 -0.278119 0.207940 -0.3 -0.1 0.1 -0.111
C -1.534027 -2.921171 1.071989 0.0 -0.2 0.0 -0.056
H -2.114253 0.559328 2.744806 0.1 0.1 -0.2 0.077
H -3.336772 -0.694188 1.008698 0.1 0.2 -0.2 0.110
H -2.562209 -2.829761 1.444034 0.2 0.0 -0.1 0.073
H 0.816712 -2.369405 -0.045532 -0.1 0.0 0.4 0.124
H -1.998031 2.211526 2.111207 0.1 -0.3 0.0 0.080
H 1.307209 -0.649080 -1.106637 0.6 0.5 0.3 0.101
C 0.712349 -1.832601 0.912094 -0.1 -0.1 -0.2 -0.094
C 1.548074 -0.594337 0.802849 1.0 1.7 -0.9 -0.472
H 2.566603 0.887837 1.228434 -1.0 -1.1 1.2 0.094
H -1.025831 -3.689959 1.669173 -0.1 0.2 -0.1 0.083
C -1.575961 1.200182 2.035498 0.0 0.1 0.2 -0.063
O 1.920487 -0.184596 -0.493434 -1.5 -1.5 0.1 0.004
```
Forces are in eV/Å.